(1)
This record from OMol25 describes 7 unconnected molecules or ions with the total composition C24H40F5O18. The level of theory is the ωB97M-V functional and the def2-TZVPD basis.

Each line ends with the Mulliken charge.
CARTESIAN COORDINATES (ANGSTROEM)
F 1.5342 -0.5916 -1.1957  -0.64
C 4.3452 -2.6226 -1.3527  -0.31
C 3.2822 -3.0636 -2.3237  1.26
O 3.4282 -4.4656 -2.3717  -0.32
C 4.4282 -4.8226 -1.6907  0.57
O 4.8892 -6.0186 -1.7597  -0.67
O 5.0382 -3.8646 -1.0037  -0.33
F 3.4242 -2.5116 -3.5407  -0.32
H 3.6812 -2.1606 -0.4967  0.09
H 4.7902 -1.8866 -1.8637  0.43
H 2.1702 -2.9506 -1.8107  -0.50
C -1.9308 -2.7916 -2.3547  -0.14
C -0.7018 -3.2676 -1.6097  1.68
O -0.4038 -4.4956 -2.1457  -0.30
C -1.4578 -4.9406 -2.8787  0.55
O -1.4628 -6.0296 -3.4437  -0.61
O -2.3658 -4.0206 -3.0847  -0.40
F -0.8488 -3.4126 -0.2637  -0.38
H -1.8718 -2.1406 -3.3157  0.05
H -2.7328 -2.2356 -1.9277  0.29
H 0.1752 -2.5406 -1.6157  -0.73
C 3.2202 1.9884 -1.5637  0.11
C 1.9242 2.7394 -1.2247  0.65
O 2.0782 3.9924 -1.9827  -0.40
C 3.2452 3.8844 -2.6217  0.60
O 3.6302 4.5534 -3.5287  -0.59
O 4.0642 2.9164 -2.2677  -0.36
F 1.8412 2.9564 0.0643  -0.28
H 2.9522 1.0274 -2.2407  -0.08
H 3.6012 1.7194 -0.6227  0.27
H 1.2232 2.3494 -1.6197  0.13
C 0.4762 -0.4946 -4.6367  -0.54
C 1.0122 0.8684 -4.6297  1.21
O -0.1828 1.7204 -4.8187  -0.33
C -1.2418 0.9714 -4.7527  0.69
O -2.4718 1.2904 -4.9097  -0.66
O -0.8838 -0.3106 -4.5547  -0.32
F 2.0242 0.9984 -5.4827  -0.29
H 0.8732 -1.0326 -3.8937  0.11
H 0.6302 -0.9286 -5.5337  0.39
H 1.4622 0.9134 -3.6347  -0.49
C 0.4452 -3.0536 3.4333  -1.06
O 1.5712 -2.2356 3.2673  -0.35
C 1.2602 -1.2266 2.3813  -0.41
C 2.6732 -0.2366 2.5233  -0.53
O 2.7692 0.2474 3.6393  -0.15
C 3.5692 1.4254 3.7073  -0.32
C 3.6382 1.9614 5.1263  -0.78
O 4.2332 0.9974 6.0053  -0.31
C 4.4912 1.2834 7.3993  -0.82
H -0.3848 -2.5126 3.1183  0.44
H 0.3702 -3.4426 4.4483  0.24
H 0.5632 -3.7106 2.7593  0.46
H 0.4842 -0.4656 2.7183  0.28
H 1.1802 -1.4736 1.2573  0.36
H 2.4462 0.4134 1.8763  0.36
H 3.6532 -0.9416 2.4693  0.17
H 3.1542 2.0914 2.9943  0.34
H 4.6732 1.2604 3.5313  0.24
H 2.7112 2.4024 5.5633  0.39
H 4.2282 2.8364 5.1473  0.48
H 5.0062 0.5684 7.8343  0.26
H 3.5052 1.5694 7.7923  0.32
H 4.9362 2.2184 7.3553  0.35
C -7.2758 1.0704 3.2163  -0.70
O -6.2698 2.0554 2.9493  -0.35
C -6.4568 3.0714 2.0273  -0.73
C -6.3498 2.6374 0.6463  -0.53
O -5.2338 2.2394 0.2613  -0.20
C -5.2628 1.4854 -0.8977  -1.19
C -3.8508 1.4414 -1.4687  -0.23
O -3.0248 0.8434 -0.5137  -0.28
C -1.6258 0.8534 -0.8507  -1.23
H -7.6168 0.4844 2.3713  0.30
H -8.2058 1.4754 3.7593  0.25
H -6.7928 0.3364 3.8053  0.29
H -5.9558 4.0774 2.1983  0.33
H -7.4678 3.4784 2.0533  0.40
H -6.7478 3.3214 -0.1477  0.40
H -7.1488 1.9204 0.4143  0.41
H -5.8638 1.7164 -1.6527  0.65
H -5.5138 0.4454 -0.7337  0.34
H -3.6278 2.4014 -1.9877  0.33
H -4.0538 0.8164 -2.3177  0.32
H -1.4738 1.6734 -1.3617  0.92
H -1.3438 0.2784 -1.6717  0.47
H -0.9048 0.6144 0.0553  0.01

Net charge: -1
ΔE to the lowest compared entry with this formula, charge and spin in eV: 3.893
E in a.u.: -2791.73427



(2)
This record from OMol25 describes a molecular structure, C24H41AgBClF2IN3O2Si. The level of theory is the ωB97M-V functional and the def2-TZVPD basis.

Each line ends with the Mulliken charge.
CARTESIAN COORDINATES (ANGSTROEM)
C 0.5004 -0.2588 4.7903  -1.45
C 0.6493 -1.4773 3.8882  0.56
Cl 2.2141 -2.2612 4.2932  -0.24
C 0.6105 -1.1250 2.4065  -0.54
B 0.2052 -2.3451 1.3531  0.69
C -1.3734 -2.8133 1.4573  1.10
F -1.5105 -4.1874 1.3336  -0.41
F -1.9387 -2.5037 2.7103  -0.39
C -2.2999 -2.2045 0.4175  -1.47
C -2.1946 -0.6788 0.4398  2.24
Si -3.7830 0.2804 0.3187  0.10
C -4.6845 0.0257 -1.2891  -1.28
C -4.8891 -0.1617 1.7628  -1.28
C -3.1890 2.0749 0.5156  0.68
C -2.0138 2.4768 -0.1289  -0.94
C -1.4800 3.7572 0.0279  -0.32
C -2.1186 4.6615 0.8480  -0.69
C -3.2849 4.2970 1.4691  -0.59
C -3.8110 3.0262 1.3054  -0.47
O 1.1235 -3.4784 1.5242  -0.90
C 2.2216 -3.2447 0.7115  -1.09
C 1.7135 -2.4222 -0.5140  1.81
C 2.6929 -1.2903 -0.8866  -1.40
C 2.3771 0.0270 -0.2088  3.03
C 2.7152 1.3113 -0.9962  -0.59
C 4.0343 1.2392 -1.7336  -0.85
N 4.4295 2.4605 -2.4878  -0.38
C 3.5523 3.5682 -2.4355  0.52
N 3.6673 4.4355 -1.5193  -0.62
N 2.6374 3.6278 -3.4992  -0.64
C 1.4446 -3.3944 -1.6820  -1.39
C 1.1220 -2.8193 -3.0684  -0.99
C 0.3149 -1.5173 -3.0836  -0.52
I 2.8662 -2.6362 -4.3231  0.01
O 0.4498 -1.9465 -0.0753  -0.03
H -0.5144 0.1329 4.7173  0.31
H 1.1931 0.5173 4.4534  0.28
H 0.7585 -0.4872 5.8206  0.42
H -0.1351 -2.1859 4.1363  0.42
H -0.0937 -0.2689 2.3319  -0.38
H 1.5909 -0.7106 2.1663  0.18
H -3.3145 -2.5612 0.6226  0.64
H -2.0184 -2.6012 -0.5554  0.02
H -1.5343 -0.3848 -0.3849  -1.12
H -1.7328 -0.3686 1.3776  -0.64
H -4.7735 -1.0473 -1.4686  0.40
H -5.6966 0.4269 -1.2363  0.37
H -4.1733 0.4652 -2.1448  0.36
H -5.4745 0.7059 2.0714  0.46
H -5.5985 -0.9425 1.4975  0.36
H -4.2884 -0.4713 2.6163  0.35
H -1.5082 1.7818 -0.8100  0.82
H -0.5793 4.0431 -0.5005  0.57
H -1.7024 5.6484 0.9806  0.42
H -3.7897 5.0096 2.1055  0.41
H -4.7254 2.7666 1.8195  0.26
H 2.6476 -4.2044 0.4063  0.45
H 3.0236 -2.6937 1.2304  0.36
H 3.6980 -1.5891 -0.5846  0.28
H 2.7162 -1.1679 -1.9631  -0.24
H 2.8781 0.0846 0.7577  0.70
H 1.3013 0.0056 0.0361  -2.81
H 2.7612 2.1444 -0.2876  0.53
H 1.8819 1.5318 -1.6775  0.44
H 4.0633 0.3984 -2.4235  0.39
H 4.8113 1.0531 -0.9881  0.25
H 4.5226 2.2150 -3.4653  0.35
H 2.9744 5.1738 -1.6273  0.23
H 1.7905 4.1237 -3.2635  0.23
H 2.4042 2.7256 -3.8881  0.28
H 2.3024 -4.0620 -1.7706  0.46
H 0.6021 -4.0082 -1.3601  0.43
H 0.5416 -3.5659 -3.6016  0.89
H 0.9415 -0.6360 -3.2095  0.13
H -0.3682 -1.5194 -3.9341  0.48
H -0.2697 -1.4404 -2.1696  -0.25
Ag -0.0841 1.4600 0.5259  0.26

E in a.u.: -2672.81566



(3)
This record from OMol25 describes a molecular structure, C24H41AgN5P3Se2Te2. The level of theory is the ωB97M-V functional and the def2-TZVPD basis.

Each line ends with the Mulliken charge.
CARTESIAN COORDINATES (ANGSTROEM)
Ag -1.2800 -0.1050 0.8054  0.02
C 2.3666 -0.9866 1.0457  -1.50
P 1.3415 -0.1297 -0.2095  0.64
C 1.7787 1.6110 0.2171  0.75
N 3.0248 1.8477 0.5573  -0.28
C 3.3774 3.1038 0.9145  0.22
C 4.7006 3.3869 1.3156  -0.62
C 5.0374 4.6606 1.6795  -0.52
C 4.0799 5.6968 1.6514  -0.55
C 2.7928 5.4475 1.2651  -0.45
C 2.4158 4.1377 0.8972  0.10
N 1.1327 3.8761 0.5566  -0.17
C 0.7887 2.6500 0.2426  0.13
P -0.9993 2.2857 -0.0689  0.64
C -1.1163 2.7285 -1.8453  -1.16
C -2.0372 3.6180 0.7722  1.96
C -1.9121 3.3405 2.2738  -1.52
C -3.4581 3.3138 0.2800  -1.54
C -1.7406 5.0912 0.4816  -1.84
C 2.3101 -0.4305 -1.8167  1.65
C 3.7798 -0.0238 -1.8108  -1.91
C 1.5608 0.3325 -2.9121  -1.86
C 2.1915 -1.9327 -2.0891  -1.76
H 3.3857 -0.6069 1.0516  0.51
H 2.3537 -2.0619 0.8629  0.22
H 1.9049 -0.8101 2.0190  0.38
H 5.4173 2.5761 1.3368  0.46
H 6.0473 4.8817 1.9998  0.40
H 4.3718 6.6966 1.9456  0.40
H 2.0415 6.2259 1.2364  0.47
H -0.7768 3.7522 -2.0036  0.35
H -2.1494 2.6149 -2.1708  0.42
H -0.4994 2.0459 -2.4259  0.20
H -2.1524 2.3004 2.5033  0.12
H -2.5915 3.9802 2.8423  0.51
H -0.8928 3.5336 2.6176  0.31
H -3.6533 2.2385 0.2456  -0.08
H -3.6168 3.7168 -0.7225  0.36
H -4.1949 3.7693 0.9450  0.50
H -0.8029 5.4008 0.9180  0.31
H -2.5497 5.6927 0.9072  0.53
H -1.7051 5.2936 -0.5911  0.33
H 3.9085 1.0137 -1.5160  0.37
H 4.1922 -0.1485 -2.8173  0.48
H 4.3608 -0.6440 -1.1268  0.37
H 1.7030 1.4098 -2.7982  0.40
H 0.4901 0.1145 -2.8690  0.29
H 1.9284 0.0450 -3.9007  0.50
H 2.7763 -2.5130 -1.3733  0.35
H 2.5592 -2.1665 -3.0919  0.55
H 1.1456 -2.2435 -2.0271  0.16
Se -3.9579 -0.7242 -0.2013  -0.66
Te -4.5596 0.2042 2.0670  -0.02
Te -3.3774 -1.4901 3.7885  -0.22
Se -0.9370 -1.1307 3.2341  -0.65
C -1.6108 -5.8806 0.8367  -0.78
N -2.7483 -4.8878 0.7188  0.11
C -3.2929 -4.9268 -0.7054  -0.79
N -2.2545 -4.7108 -1.6536  0.14
C -1.1682 -5.6627 -1.4718  -0.93
N -0.6016 -5.6082 -0.1274  0.18
C 0.1075 -4.3441 0.1248  -1.17
P -0.9723 -2.8145 -0.0442  1.32
C -2.2827 -3.5122 1.0750  -0.97
C -1.7775 -3.3218 -1.6494  -1.06
H -2.0244 -6.8783 0.6735  0.36
H -1.2082 -5.7991 1.8456  0.41
H -3.4978 -5.1425 1.3640  0.37
H -4.0474 -4.1435 -0.7864  0.47
H -3.7466 -5.9102 -0.8457  0.34
H -0.3842 -5.4453 -2.1960  0.39
H -1.5427 -6.6740 -1.6505  0.28
H 0.9500 -4.2789 -0.5658  0.36
H 0.5095 -4.3541 1.1410  0.42
H -3.1374 -2.8366 1.0299  0.38
H -1.8841 -3.5149 2.0908  0.35
H -1.0701 -3.1902 -2.4715  0.38
H -2.6201 -2.6500 -1.8211  0.40

ΔE to the lowest compared entry with this formula, charge and spin in eV: 0.600
E in a.u.: -7722.86769



(4)
This record from OMol25 describes a molecular structure, C24H41Br2Cl34F3NO4S2. The level of theory is the ωB97M-V functional and the def2-TZVPD basis.

Each line ends with the Mulliken charge.
CARTESIAN COORDINATES (ANGSTROEM)
C -1.8407 2.7456 -3.2253  0.15
C -1.8712 2.4869 -2.0254  -1.28
C -1.9861 2.4742 -0.4419  0.16
S -1.8726 0.7200 0.1340  0.60
O -2.9099 -0.0543 -0.5898  -0.33
O -0.5434 0.2150 -0.3191  -0.60
N -1.9179 0.5209 1.8102  -0.12
S -2.7061 1.7817 2.5994  0.79
O -3.0438 1.2686 3.9655  -0.66
O -3.9909 2.2037 1.9796  -0.64
C -1.5666 3.2225 2.9003  -0.44
C -0.3170 2.7026 3.7498  -0.25
C 0.9572 2.4049 2.8666  0.26
F 0.6412 2.1778 1.5180  -0.19
Br 2.3206 3.8927 2.9432  -0.11
C 1.6724 1.0784 3.4265  0.44
F 1.6969 1.1092 4.8338  -0.23
F 1.0796 -0.0882 2.9585  -0.08
Br 3.5795 1.0597 2.8179  -0.19
H -1.8685 3.2112 -4.2678  0.37
H -2.9479 2.9961 -0.1767  0.59
H -1.0773 3.0542 -0.0913  0.13
H -2.1280 3.9363 3.5720  0.16
H -1.2728 3.7704 1.9638  0.21
H -0.0436 3.4651 4.5451  0.55
H -0.6355 1.7783 4.3329  -0.24
C 5.4985 -0.8561 5.6074  -0.17
Cl 5.2930 0.8838 5.8568  -0.12
Cl 5.2814 -1.2928 3.9073  -0.14
H 6.5005 -1.1426 5.9181  0.33
H 4.7609 -1.3856 6.2057  0.11
C 8.7040 2.5702 3.9460  -0.33
Cl 9.0490 1.9854 5.5792  -0.16
Cl 7.3626 1.6832 3.2165  -0.05
H 8.4432 3.6246 3.9968  0.25
H 9.5902 2.4387 3.3301  0.29
C -2.7112 3.8647 -7.5397  -0.34
Cl -2.2911 3.2080 -5.9490  -0.10
Cl -3.9515 2.8816 -8.3169  -0.08
H -3.0859 4.8781 -7.4169  0.29
H -1.8224 3.8742 -8.1667  0.25
C -5.9613 0.2865 -5.7688  0.03
Cl -6.3654 1.9676 -5.4033  -0.15
Cl -6.1587 -0.0589 -7.4928  -0.15
H -4.9264 0.1024 -5.4875  -0.05
H -6.6197 -0.3659 -5.2008  0.32
C -5.1338 -2.0168 0.4811  0.23
Cl -6.8610 -2.3037 0.2116  -0.21
Cl -4.2100 -3.5218 0.3650  -0.19
H -4.7687 -1.3199 -0.2686  -0.01
H -4.9964 -1.5943 1.4732  0.18
C -4.3941 2.5577 -12.6233  0.42
Cl -3.9012 3.8275 -11.4979  -0.15
Cl -4.9159 1.1045 -11.7600  -0.16
H -5.2189 2.9236 -13.2302  0.33
H -3.5517 2.3059 -13.2606  -0.56
C -0.6462 -3.0155 2.8197  0.55
Cl 0.1615 -4.3475 1.9836  -0.20
Cl -1.3993 -3.5691 4.3257  -0.16
H 0.0868 -2.2484 3.0534  -0.24
H -1.4161 -2.6043 2.1705  0.10
C -2.5720 0.0294 -14.6066  -0.11
Cl -2.2418 -1.3606 -15.6460  -0.17
Cl -3.6880 1.1611 -15.3837  -0.15
H -3.0165 -0.3213 -13.6775  0.24
H -1.6370 0.5445 -14.3976  0.26
C 1.4597 -4.0688 6.7425  0.22
Cl 1.5320 -5.3796 7.9259  -0.20
Cl 3.0556 -3.7426 6.0525  -0.14
H 0.7793 -4.3522 5.9405  -0.08
H 1.0958 -3.1692 7.2329  0.20
C -1.7418 -1.3042 -3.6439  -0.40
Cl -2.0938 0.3931 -3.2604  -0.11
Cl -1.9495 -1.6321 -5.3772  -0.21
H -0.7137 -1.5220 -3.3645  0.32
H -2.4199 -1.9433 -3.0807  0.26
C -1.9243 -6.8448 5.9434  -0.11
Cl -1.8066 -6.2062 7.5883  -0.15
Cl -2.4790 -8.5236 5.9479  -0.18
H -2.6312 -6.2411 5.3797  0.23
H -0.9441 -6.7977 5.4746  0.21
C -0.0333 6.8624 3.8454  -0.27
Cl 0.5121 6.1733 2.3014  -0.11
Cl -1.5236 6.1295 4.4289  -0.14
H 0.7455 6.7088 4.5897  0.22
H -0.2055 7.9271 3.7083  0.35
C -0.8838 0.7565 7.0421  0.12
Cl -1.0511 0.0762 8.6667  -0.20
Cl -1.2677 2.4812 7.0250  -0.15
H 0.1415 0.6205 6.7066  0.00
H -1.5652 0.2385 6.3694  0.26
C 4.3833 -7.5758 6.8960  0.15
Cl 5.4144 -8.4955 8.0024  -0.20
Cl 3.7443 -8.6051 5.6073  -0.13
H 3.5511 -7.1560 7.4571  -0.06
H 4.9687 -6.7751 6.4510  0.25
C 6.5892 -11.2512 5.9516  0.10
Cl 5.6239 -11.4961 4.4935  -0.15
Cl 7.0753 -12.7943 6.6673  -0.17
H 7.4813 -10.6860 5.6931  0.28
H 5.9985 -10.6974 6.6752  -0.05
C -0.4442 4.5513 -13.5711  -0.37
Cl -0.0161 3.9075 -11.9825  -0.14
Cl -1.6857 3.5624 -14.3510  -0.06
H -0.8237 5.5632 -13.4517  0.28
H 0.4436 4.5613 -14.1986  0.33
C 4.8080 5.5258 -0.0561  -0.30
Cl 4.9936 6.1627 1.5848  -0.17
Cl 4.3313 3.8266 -0.0341  -0.09
H 4.0427 6.1002 -0.5726  0.25
H 5.7562 5.6198 -0.5797  0.30

Net charge: -1
E in a.u.: -23185.12650



(5)
This record from OMol25 describes a molecular structure, C24H41F3N3O4PtSSb. The level of theory is the ωB97M-V functional and the def2-TZVPD basis.

Each line ends with the Mulliken charge.
CARTESIAN COORDINATES (ANGSTROEM)
Pt 0.7480 -2.1366 1.1054  1.10
C -4.0947 -3.9788 -0.6501  -1.11
N -3.0351 -3.0041 -0.4227  0.03
C -2.1875 -2.4574 -1.4611  -0.61
C -1.3074 -1.5417 -0.6541  0.13
O -0.4594 -0.7525 -1.1402  -0.63
N -1.5747 -1.6695 0.6641  -0.28
C -2.5862 -2.5893 0.7522  -0.02
N -3.1095 -2.9503 1.9085  -0.27
H -4.1789 -4.1623 -1.7168  0.42
H -5.0495 -3.5929 -0.2912  0.37
H -3.8708 -4.9251 -0.1554  0.39
H -2.7402 -1.9577 -2.2571  0.52
H -1.5558 -3.2372 -1.9008  0.54
H -2.6639 -2.6645 2.7656  0.26
H -3.8113 -3.6710 1.9536  0.24
C 6.2161 -1.1388 0.6626  -1.57
C 4.9894 -1.9972 0.6443  0.79
C 4.2203 -2.1330 -0.5116  -0.81
C 3.0420 -2.8575 -0.5033  0.04
C 2.6137 -3.4488 0.7024  -0.61
C 3.4255 -3.3890 1.8557  -0.44
C 4.5968 -2.6755 1.8099  -0.68
S 1.1719 -4.5756 0.7116  1.33
O 0.3159 -3.8809 -0.3080  -0.69
O 1.5245 -5.9276 0.4684  -0.66
O 0.5881 -4.2707 2.0373  -0.67
H 6.3118 -0.5467 -0.2452  0.38
H 7.1109 -1.7577 0.7616  0.38
H 6.2006 -0.4716 1.5251  0.38
H 4.5644 -1.6855 -1.4365  0.47
H 2.4778 -3.0173 -1.4130  0.50
H 3.1149 -3.9069 2.7542  0.52
H 5.2301 -2.6260 2.6874  0.46
F 2.6112 -0.2412 1.8955  -0.21
C 1.3875 -0.6771 2.2753  0.78
F 1.4771 -0.9728 3.5716  -0.20
F 0.6059 0.4758 2.2187  -0.27
C -2.6353 3.2429 -2.0974  -1.48
C -2.3485 1.7645 -1.8937  1.51
C -3.5432 1.0274 -1.3021  -1.52
C -1.8463 1.1046 -3.1736  -1.54
Sb -0.6844 1.5408 -0.3261  1.09
C 1.3497 2.1680 -1.2856  1.49
C 1.8128 0.8889 -1.9560  -1.84
C 2.2641 2.6319 -0.1741  -1.39
C 0.9709 3.2856 -2.2370  -1.50
C -1.3628 3.1175 1.8842  1.32
C -2.0583 2.0055 2.6029  -1.25
C -0.0347 3.5221 2.4005  -1.32
C -2.2099 4.1785 1.2964  -1.51
H -3.3443 3.3380 -2.9266  0.51
H -1.7465 3.8125 -2.3706  0.28
H -3.0974 3.7024 -1.2259  0.28
H -4.3730 1.0581 -2.0148  0.48
H -3.8875 1.4948 -0.3767  0.25
H -3.3154 -0.0185 -1.0922  0.25
H -2.6959 0.9656 -3.8519  0.53
H -1.3954 0.1315 -2.9978  0.18
H -1.1249 1.7327 -3.6938  0.33
H 1.9510 0.0829 -1.2338  0.25
H 2.7796 1.0786 -2.4369  0.65
H 1.1169 0.5504 -2.7228  0.29
H 2.4090 1.8735 0.5961  0.15
H 1.9156 3.5589 0.2803  0.27
H 3.2472 2.8359 -0.6121  0.54
H 0.2926 2.9600 -3.0215  0.27
H 1.8836 3.6440 -2.7268  0.54
H 0.5401 4.1411 -1.7103  0.29
H -1.4007 1.1634 2.7909  0.19
H -2.9531 1.6738 2.0790  0.31
H -2.3797 2.3879 3.5833  0.51
H 0.6381 2.6800 2.5456  0.20
H -0.1951 3.9616 3.3961  0.54
H 0.4398 4.2867 1.7878  0.34
H -3.1402 3.7948 0.8834  0.33
H -1.6828 4.7807 0.5540  0.36
H -2.4749 4.8628 2.1157  0.52

Net charge: +2
ΔE to the lowest compared entry with this formula, charge and spin in eV: 3.958
E in a.u.: -2461.04152